[1]
A molecular structure, C3H6N2 at a distorted geometry, computed with ωB97M-V/def2-TZVPD.

Structure (XYZ):
```
11
Properties=species:S:1:pos:R:3:forces:R:3:nbo_charge:R:1
C -1.117086 0.737513 -0.928599 0.9 1.1 -1.2 -0.46
C 1.292671 -0.250616 0.555999 1.6 0.8 -1.8 0.67
C -0.103667 -0.024435 -1.367016 -1.6 -0.1 0.1 0.01
N 0.980506 -0.362301 -0.623593 0.3 -0.6 0.8 -0.52
N 2.090755 0.106368 1.400222 -0.3 0.0 1.0 -0.69
H 2.403315 -0.426377 2.187994 -0.2 -0.2 0.3 0.40
H -1.156641 -1.032110 1.801767 -0.7 0.6 -1.7 -0.01
H -0.107842 -0.484729 -2.347132 -0.2 -0.1 0.0 0.20
H -1.873471 1.056750 -1.626158 -0.3 -0.3 -0.2 0.20
H -0.954672 1.461269 -0.144873 -0.2 -0.5 0.8 0.20
H -1.453868 -0.781331 1.091388 0.7 -0.6 1.7 0.01
```
Positions in Å, forces in eV/Å.

## Properties
Strongest force on any atom   2.5 eV/Å
Calculated total energy   -6185.4796 eV
Kohn-Sham gap   9.54 eV
Molar mass   70.1 Da
LUMO level   0.60 eV
Energy above the lowest of the compared OMol25 structures with the same formula, charge and spin   70.7 kcal per mole
Multiplicity   1
HOMO level   -8.94 eV

---

[2]
C3H6N2 in the gas phase at a distorted geometry, computed with ωB97M-V/def2-TZVPD.

Structure (XYZ):
```
11
Properties=species:S:1:pos:R:3:forces:R:3:nbo_charge:R:1
C -1.709219 -0.625442 0.635090 -0.8 2.3 -1.3 -0.14
C 1.156109 0.848770 -0.569595 1.8 1.0 -1.3 -0.25
C 1.290911 -0.202151 0.435916 0.4 -1.4 -0.9 -0.29
H -1.317978 -1.552320 1.026700 0.1 -0.2 0.1 0.17
H -2.771341 -0.279396 0.774880 1.2 -0.8 0.3 0.19
H 0.911026 1.876710 -0.266214 -0.1 -0.6 -0.2 0.21
H 1.905986 0.703899 -1.389350 -0.9 0.8 0.5 0.20
H 2.075921 -0.971822 0.247299 -0.9 0.6 0.6 0.21
H 0.952394 0.016740 1.403193 0.0 0.1 1.4 0.20
N -1.072516 0.196992 -0.132416 -0.7 -1.2 0.9 -0.24
N 0.189257 -0.185688 -0.554009 -0.1 -0.6 0.0 -0.26
```
Positions in Å, forces in eV/Å.

## Properties
Strongest force on any atom   2.7 eV/Å
Calculated total energy   -6185.4594 eV
Kohn-Sham gap   10.20 eV
Molar mass   70.1 Da
LUMO level   1.17 eV
Energy above the lowest of the compared OMol25 structures with the same formula, charge and spin   71.2 kcal per mole
Multiplicity   1
HOMO level   -9.02 eV

---

[3]
C3H6N2 in the gas phase at a distorted geometry, computed with ωB97M-V/def2-TZVPD.

Structure (XYZ):
```
11
Properties=species:S:1:pos:R:3:forces:R:3:nbo_charge:R:1
C -1.351890 -0.313708 0.294050 2.4 1.7 -1.9 0.27
C 0.998819 0.696926 0.200393 4.8 4.1 2.9 -0.23
C 1.131848 -0.650676 -0.282499 0.1 -2.4 0.1 -0.29
H -2.505188 0.944270 -1.008441 1.3 -3.3 3.0 0.38
H -1.238000 -1.059361 1.114560 -0.3 0.5 -0.6 0.17
H 0.877578 0.929099 1.297653 0.5 -0.7 -0.9 0.19
H 1.913895 1.429087 -0.208048 -3.3 -1.0 0.2 0.19
H 1.286943 -1.450259 0.499888 -0.5 0.6 -1.3 0.20
H 1.392844 -0.752670 -1.348435 1.0 -0.6 1.0 0.22
N -2.425395 0.107403 -0.170947 -2.1 2.3 -1.5 -0.62
N -0.081456 0.119893 -0.388175 -3.9 -1.1 -1.1 -0.48
```
Positions in Å, forces in eV/Å.

## Properties
Strongest force on any atom   6.9 eV/Å
Calculated total energy   -6184.5890 eV
Kohn-Sham gap   10.25 eV
Molar mass   70.1 Da
LUMO level   1.12 eV
Energy above the lowest of the compared OMol25 structures with the same formula, charge and spin   91.2 kcal per mole
Multiplicity   1
HOMO level   -9.14 eV

---

[4]
2 unconnected molecules or ions with the total composition C3H6N2O at a distorted geometry, computed with ωB97M-V/def2-TZVPD.

Structure (XYZ):
```
12
Properties=species:S:1:pos:R:3:forces:R:3:nbo_charge:R:1
C -1.211311 0.084117 0.596275 -0.4 0.2 0.1 -0.42
N -0.781112 -0.440817 -2.458966 1.0 0.0 0.1 -0.34
C 0.340385 -0.438713 -2.188169 -0.9 -0.1 -0.6 0.09
N 0.179490 -0.293616 0.431345 0.5 -0.2 0.5 -0.64
C 1.188623 0.530505 0.894728 0.1 -0.2 -0.1 0.53
O 2.079286 0.166438 1.629433 -0.1 0.1 -0.4 -0.57
H -1.478709 -0.045267 1.647965 -0.3 0.1 0.0 0.19
H -1.368336 1.128080 0.318885 0.1 -0.1 0.0 0.21
H -1.892575 -0.521765 -0.013837 0.4 0.1 0.0 0.23
H 1.392863 -0.455756 -2.001144 -0.1 0.0 0.0 0.23
H 0.366626 -1.244314 0.720702 -0.1 -0.1 0.2 0.39
H 1.184775 1.531107 0.422782 -0.3 0.1 0.4 0.11
```
Positions in Å, forces in eV/Å.

## Properties
Strongest force on any atom   1.1 eV/Å
Calculated total energy   -8234.8378 eV
Kohn-Sham gap   10.87 eV
Molar mass   86.1 Da
LUMO level   0.92 eV
Energy above the lowest of the compared OMol25 structures with the same formula, charge and spin   42.9 kcal per mole
Multiplicity   1
HOMO level   -9.95 eV

---

[5]
C3H6N2O in the gas phase at a distorted geometry, computed with ωB97M-V/def2-TZVPD.

Structure (XYZ):
```
12
Properties=species:S:1:pos:R:3:forces:R:3:nbo_charge:R:1
C 0.421831 -1.274953 -0.882591 3.3 -3.6 -1.6 -0.18
C -0.651136 -0.276297 -0.967814 -0.4 -0.2 3.8 0.05
C -0.595055 1.561919 1.687472 -1.6 -0.8 -1.4 -0.02
H 1.778222 -0.226049 -0.075725 0.2 2.2 3.1 0.46
H 0.392029 -2.274949 -0.184285 -0.7 3.0 -0.8 0.21
H 0.389165 -1.816114 -1.881120 0.3 0.8 0.9 0.20
H -1.470679 -0.437059 -1.553618 -1.4 -0.4 -2.8 0.19
H -0.060015 1.924929 2.494246 1.0 0.5 1.7 0.18
H -1.541319 2.020209 1.308575 1.0 0.2 0.6 0.18
N -1.055636 0.465785 -0.004598 -0.9 -1.0 -2.7 -0.26
N -0.247345 0.504201 1.052895 1.4 1.7 2.0 -0.32
O 1.822454 -0.755610 -0.808570 -2.2 -2.4 -2.7 -0.71
```
Positions in Å, forces in eV/Å.

## Properties
Strongest force on any atom   5.2 eV/Å
Calculated total energy   -8232.3007 eV
Kohn-Sham gap   9.82 eV
Molar mass   86.1 Da
LUMO level   0.00 eV
Energy above the lowest of the compared OMol25 structures with the same formula, charge and spin   101.4 kcal per mole
Multiplicity   1
HOMO level   -9.82 eV

---

[6]
C3H6N2O in the gas phase at a distorted geometry, computed with ωB97M-V/def2-TZVPD.

Structure (XYZ):
```
12
Properties=species:S:1:pos:R:3:forces:R:3:nbo_charge:R:1
N -0.682741 -1.533136 -0.719984 0.1 -1.6 -3.0 -0.93
C 0.047356 1.431364 -0.160766 2.3 1.3 0.5 0.09
C -0.292414 -1.035740 0.503801 2.5 -0.9 1.8 0.27
C 1.118560 0.559777 -0.004519 -1.1 0.5 -1.8 -0.12
O -0.670882 1.964704 0.893223 -0.7 -0.9 -0.5 -0.68
N 0.901107 -0.510376 0.788185 -2.4 -0.5 1.0 -0.44
H -0.602264 1.369359 1.650084 0.0 0.0 0.0 0.48
H 0.001597 -2.098267 -1.216463 0.8 0.1 1.0 0.38
H -1.227780 -1.351077 -1.547998 -1.1 1.6 1.1 0.41
H 0.072651 2.173774 -0.951093 0.1 0.1 0.0 0.17
H -0.718749 -1.626132 1.315047 -0.3 0.3 0.2 0.16
H 2.053560 0.655749 -0.549516 -0.2 0.0 -0.3 0.20
```
Positions in Å, forces in eV/Å.

## Properties
Strongest force on any atom   3.4 eV/Å
Calculated total energy   -8231.9702 eV
Kohn-Sham gap (spin up / spin down)   8.05 / 8.05 eV
Molar mass   86.1 Da
LUMO level (spin up / spin down)   0.32 / 0.32 eV
Energy above the lowest of the compared OMol25 structures with the same formula, charge and spin   109.0 kcal per mole
Multiplicity   1
HOMO level (spin up / spin down)   -7.74 / -7.74 eV

---

[7]
C3H6N2O in the gas phase at a distorted geometry, computed with ωB97M-V/def2-TZVPD.

Structure (XYZ):
```
12
Properties=species:S:1:pos:R:3:forces:R:3:nbo_charge:R:1
O 2.280719 -0.689166 0.940899 0.2 -0.1 0.2 -0.57
N 1.593596 0.475308 0.600447 -0.8 -0.1 -0.4 -0.13
C 0.421632 0.215988 0.192382 0.2 0.3 0.2 0.20
C -0.670119 1.127572 -0.327249 0.1 0.6 -0.2 -0.25
N -1.575463 -0.024371 -0.436044 0.0 0.2 -0.8 -0.62
C -0.474178 -0.973444 -0.031879 -1.5 -0.1 0.1 -0.32
H 3.123290 -0.350146 1.272193 -0.2 -0.1 -0.1 0.48
H -0.444782 1.566167 -1.299890 0.3 0.3 0.0 0.20
H -1.015730 1.904721 0.362740 0.1 -0.1 -0.1 0.20
H -2.003472 -0.207494 -1.329892 0.2 0.3 -0.3 0.36
H -0.130208 -1.752267 -0.730937 -0.2 0.3 0.3 0.21
H -1.105287 -1.292865 0.787228 1.7 -1.5 1.1 0.25
```
Positions in Å, forces in eV/Å.

## Properties
Strongest force on any atom   2.5 eV/Å
Calculated total energy   -8232.5187 eV
Kohn-Sham gap   9.98 eV
Molar mass   86.1 Da
LUMO level   1.03 eV
Energy above the lowest of the compared OMol25 structures with the same formula, charge and spin   96.4 kcal per mole
Multiplicity   1
HOMO level   -8.95 eV

---

[8]
C3H6N2O in the gas phase at a distorted geometry, computed with ωB97M-V/def2-TZVPD.

Structure (XYZ):
```
12
Properties=species:S:1:pos:R:3:forces:R:3:nbo_charge:R:1
N 0.453225 0.638393 1.310526 0.1 0.2 0.0 -0.80
C 0.493122 -0.371873 0.274917 0.0 -0.2 0.0 -0.18
C -0.927713 -0.578721 -0.350715 0.1 -0.3 -0.1 -0.05
O -1.844852 0.425134 0.015194 0.0 0.3 -0.2 -0.70
C 1.483170 -0.120588 -0.805354 0.7 0.3 -0.7 0.25
N 2.254811 0.066074 -1.648249 -0.8 -0.2 0.8 -0.33
H 1.385044 0.896848 1.614903 -0.1 -0.1 0.0 0.37
H -0.021290 1.469725 0.976212 0.0 -0.1 0.1 0.37
H 0.799781 -1.315593 0.739878 0.0 0.1 -0.1 0.23
H -0.830429 -0.649838 -1.440666 0.0 0.0 0.2 0.18
H -1.329565 -1.527150 0.011286 0.0 0.1 0.0 0.19
H -1.915309 1.067594 -0.697934 0.0 -0.1 0.0 0.47
```
Positions in Å, forces in eV/Å.

## Properties
Strongest force on any atom   1.1 eV/Å
Calculated total energy   -8235.0668 eV
Kohn-Sham gap   10.78 eV
Molar mass   86.1 Da
LUMO level   0.57 eV
Energy above the lowest of the compared OMol25 structures with the same formula, charge and spin   37.6 kcal per mole
Multiplicity   1
HOMO level   -10.21 eV

---

[9]
C3H6N2O in the gas phase at a distorted geometry, computed with ωB97M-V/def2-TZVPD.

Structure (XYZ):
```
12
Properties=species:S:1:pos:R:3:forces:R:3:nbo_charge:R:1
C 0.952370 0.600122 0.159929 0.8 -1.2 -0.4 -0.76
C 0.142011 -0.801879 -0.348039 1.0 1.4 0.7 0.50
N 0.677775 -1.943560 -0.480184 -0.5 0.7 0.3 -0.69
N -1.166702 -0.451891 -0.628106 0.1 0.3 0.4 -0.70
C -1.303760 0.721880 0.209262 -1.9 0.1 0.1 0.56
O -1.623414 0.682786 1.362778 -0.4 0.2 -0.6 -0.52
H 1.769440 0.106135 0.646003 1.0 0.1 -0.1 0.23
H 0.698545 1.422199 0.884368 -0.6 -1.3 -0.6 0.26
H 1.254058 1.147918 -0.739389 0.3 -0.4 0.0 0.23
H 1.628195 -2.015142 -0.111428 -0.2 0.4 -0.3 0.36
H -1.928516 -1.124330 -0.548201 0.6 -0.2 0.1 0.41
H -1.120153 1.631338 -0.378835 -0.1 0.1 0.3 0.13
```
Positions in Å, forces in eV/Å.

## Properties
Strongest force on any atom   1.9 eV/Å
Calculated total energy   -8233.9957 eV
Kohn-Sham gap   10.62 eV
Molar mass   86.1 Da
LUMO level   0.71 eV
Energy above the lowest of the compared OMol25 structures with the same formula, charge and spin   62.3 kcal per mole
Multiplicity   1
HOMO level   -9.91 eV

---

[10]
C3H6N2O in the gas phase at a distorted geometry, computed with ωB97M-V/def2-TZVPD.

Structure (XYZ):
```
12
Properties=species:S:1:pos:R:3:forces:R:3:nbo_charge:R:1
C 0.206119 1.022875 0.007974 2.1 -0.7 -1.1 0.77
C 0.140122 -1.103340 -1.064287 0.0 -0.7 -0.2 -0.24
C 0.029322 -1.508446 0.413011 0.7 2.3 -0.9 -0.24
H -1.344656 1.743648 1.120849 1.3 -0.6 -0.1 0.39
H -0.078089 2.740131 0.919427 0.8 1.2 0.0 0.39
H -0.627860 -1.463986 -1.757125 0.4 -0.3 0.3 0.20
H 1.123759 -0.887902 -1.574653 -1.1 -0.1 1.1 0.24
H -0.813583 -2.121762 0.738513 0.7 0.0 0.1 0.22
H 0.950941 -1.316699 1.037046 -1.2 -0.9 -0.7 0.22
N -0.312644 1.788540 0.994867 -2.1 0.2 0.6 -0.81
N -0.462833 -0.180510 -0.140808 -0.4 -1.0 -0.4 -0.50
O 1.189403 1.287450 -0.694814 -1.3 0.6 1.2 -0.63
```
Positions in Å, forces in eV/Å.

## Properties
Strongest force on any atom   2.6 eV/Å
Calculated total energy   -8234.9868 eV
Kohn-Sham gap   10.59 eV
Molar mass   86.1 Da
LUMO level   1.03 eV
Energy above the lowest of the compared OMol25 structures with the same formula, charge and spin   39.5 kcal per mole
Multiplicity   1
HOMO level   -9.56 eV